--- a ---
Computed, not measured: a structure of composition C6H12N2, with ωB97M-V with the def2-TZVPD basis set.

LUMO energy in eV: 0.79
Kohn-Sham gap in eV: 9.7437
2S+1: 1

Each line ends with the Mulliken charge.
Geometry (Å):
N -1.31397 0.12316 -1.15683  -0.717
N 2.13259 0.46008 -0.10141  -0.477
C 1.81106 -0.96249 -0.13927  -0.565
C -2.26862 -0.38462 -0.08738  -0.404
C -1.34547 0.39912 0.99895  -0.371
C 0.78788 1.25024 -0.17730  -1.143
C 0.41424 -0.93110 0.45128  -0.939
C -0.30817 0.39933 0.08107  1.285
H -0.13803 -1.69778 -0.08956  0.215
H 0.64440 -1.05287 1.57643  0.343
H -3.47358 -0.29087 -0.36432  0.275
H -0.90112 -0.70769 -1.73972  0.311
H 2.60172 -1.59415 0.28534  0.395
H 0.73290 2.04096 0.50692  0.316
H 2.37260 0.75381 0.78869  0.325
H -0.69546 -0.41732 1.95822  0.184
H -1.94860 1.31553 1.61669  0.269
H -1.82090 -1.51937 0.09068  0.178
H 1.65897 -1.34598 -1.29523  0.216
H 0.69128 1.81012 -1.29060  0.303

--- b ---
Computed, not measured: an isolated molecule of C6H12N2, with ωB97M-V with the def2-TZVPD basis set.

LUMO energy in eV: 0.88
Kohn-Sham gap in eV: 9.9230
2S+1: 1

Each line ends with the Mulliken charge.
Geometry (Å):
N -2.20744 -0.70407 0.48356  -0.771
N 0.94840 -1.52396 1.30861  -0.699
C 0.89396 -0.34715 -0.89467  0.302
C -0.69326 1.08208 1.29711  -1.397
C -1.02046 -0.14277 0.45839  0.691
C 2.14663 0.00106 -1.13263  -0.952
C 0.17902 -1.11289 0.13894  0.064
C -0.39703 0.60210 -1.67508  -1.273
H -1.19302 1.30476 -1.41702  0.375
H -0.81938 -0.14112 -2.35456  0.343
H -1.52983 1.78311 1.26072  0.437
H 2.96367 -0.46488 -0.58522  0.306
H 0.21994 1.29038 -2.26016  0.432
H -0.26365 -2.00291 -0.31795  0.316
H -2.94049 0.00443 0.57601  0.268
H 0.20206 1.59117 0.93324  0.331
H 1.30727 -0.71490 1.80532  0.281
H 0.31934 -2.00965 1.94466  0.323
H -0.51956 0.77990 2.33184  0.350
H 2.40382 0.72530 -1.90112  0.272

Of them, b has the highest stability.

--- a ---
Computed, not measured: an isolated molecule of C6H12N2, with ωB97M-V with the def2-TZVPD basis set.

LUMO energy in eV: 0.87
Kohn-Sham gap in eV: 8.7204
2S+1: 1

Each line ends with the Mulliken charge.
Geometry (Å):
N 0.95318 0.66009 -0.26488  -0.402
N 2.20902 -1.30593 0.29962  -0.476
C -1.58843 -0.23034 -0.91942  -1.312
C -2.10235 0.66204 1.39316  -1.326
C -1.11055 -0.02273 0.49376  1.280
C 1.75688 0.91044 -1.45306  -1.114
C 1.10498 -0.48798 0.39273  0.536
C -0.09500 -0.79681 1.08500  -1.112
H -0.86554 -0.77368 -1.52815  0.357
H 2.23641 -2.09376 0.92906  0.228
H 2.70949 1.38462 -1.18993  0.339
H -1.81195 0.72559 -1.40266  0.307
H -3.12666 0.63190 1.01360  0.349
H 3.10099 -0.85015 0.17375  0.224
H -0.10824 -1.14039 2.11176  0.361
H 1.21740 1.61187 -2.09614  0.310
H -1.80383 1.70657 1.51817  0.298
H 1.96575 0.01056 -2.04427  0.376
H -2.12291 0.20940 2.38945  0.378
H -2.51864 -0.81132 -0.90154  0.400

--- b ---
Computed, not measured: a cluster of 2 separate species, C6H12N2 in total, with ωB97M-V with the def2-TZVPD basis set.

LUMO energy in eV: 0.89
Kohn-Sham gap in eV: 9.3823
2S+1: 1

Each line ends with the Mulliken charge.
Geometry (Å):
N -0.10374 0.77600 1.97618  -0.615
N 0.60117 -1.06920 0.71536  -0.185
C -1.09864 0.34143 1.13382  0.710
C -2.38203 1.03107 1.04477  -1.027
C 1.04176 0.51226 -3.12308  -0.936
C 1.41686 -0.75880 -2.40044  -0.091
C -0.70592 -0.73795 0.45890  -0.458
C 1.03451 -0.01486 1.67494  -0.338
H -2.52113 1.66874 0.14013  0.250
H 1.09475 0.39322 -4.22844  0.295
H 1.53837 1.45397 -2.83482  0.300
H 2.01913 -0.03572 1.96703  0.422
H -3.19360 0.27324 1.19508  0.280
H 1.07968 -1.84387 0.34667  0.252
H -2.43766 1.85661 1.83700  0.298
H 1.22905 -0.79794 -1.31070  -0.298
H 0.73193 -1.56901 -2.84553  0.214
H 2.40350 -1.14034 -2.51384  0.362
H -0.01293 0.89558 -2.99526  0.243
H -1.25238 -1.34100 -0.33151  0.321

--- c ---
Computed, not measured: a structure of composition C6H12N2, with ωB97M-V with the def2-TZVPD basis set.

LUMO energy in eV: 0.74
Kohn-Sham gap in eV: 9.7950
2S+1: 1

Each line ends with the Mulliken charge.
Geometry (Å):
N -0.19934 -1.04673 -0.02478  -0.467
N 2.57868 -0.71327 0.12279  -0.689
C 1.75093 0.39841 0.29883  -0.631
C -0.80801 1.35123 -0.08253  -0.871
C -1.51943 -0.98868 -0.71070  -0.606
C -0.85844 -0.66379 1.14436  -0.671
C 0.37737 0.29323 -0.40740  -0.009
C -1.81314 0.16759 0.20152  0.168
H -0.37763 1.90208 0.71534  0.383
H 2.19346 1.17790 -0.37617  0.363
H 3.53022 -0.19321 -0.74679  0.288
H -2.83096 0.59507 0.68762  0.291
H -0.39121 0.16573 1.80442  0.166
H -1.68354 -0.84215 -1.70933  0.371
H 1.79175 -1.64715 -0.92322  0.285
H 0.44204 0.54327 -1.52640  0.278
H -1.00771 2.27074 -0.94856  0.251
H -0.99919 -1.58418 1.58964  0.425
H -2.01904 -1.88166 -0.40409  0.313
H 1.84319 0.69557 1.29544  0.362

Of them, b has the highest stability.

--- a ---
Computed, not measured: an isolated molecule of C6H12N2, with ωB97M-V with the def2-TZVPD basis set.

LUMO energy in eV: 0.98
Kohn-Sham gap in eV: 9.0010
2S+1: 1

Each line ends with the Mulliken charge.
Geometry (Å):
N 2.00954 -0.63422 -0.64147  -0.664
N -2.06275 2.05526 -0.38281  -0.481
C -0.20406 -0.83405 0.63396  -0.356
C 0.47390 1.21368 -0.71652  -0.738
C 0.60606 -0.29922 -0.64270  0.144
C -0.30953 -2.35569 0.63614  -1.343
C 0.37535 2.07327 0.51570  -0.540
C -0.73846 1.86241 -0.14564  0.205
H 0.67331 -2.82514 0.65631  0.326
H -0.83732 -2.69825 -0.25330  0.327
H -2.38122 1.83583 -1.31497  0.222
H 0.16644 -0.75403 -1.54061  0.374
H -2.50247 2.80476 0.13163  0.233
H -0.85946 -2.69978 1.51079  0.381
H 0.88021 2.41641 1.38455  0.417
H -1.21132 -0.42357 0.71908  0.300
H 0.35255 -0.50007 1.51345  0.255
H 2.15287 -1.63686 -0.60701  0.265
H 0.94532 1.61290 -1.61519  0.421
H 2.47104 -0.21363 0.15861  0.251

--- b ---
Computed, not measured: a structure of composition C6H12N2, with ωB97M-V with the def2-TZVPD basis set.

LUMO energy (alpha / beta) in eV: 0.14 / 0.14
Kohn-Sham gap (alpha / beta) in eV: 7.9123 / 7.9166
2S+1: 1

Each line ends with the Mulliken charge.
Geometry (Å):
N 0.92241 -0.61521 1.75901  -0.402
N -1.60563 1.05625 0.25666  -0.919
C 0.42695 0.78939 -2.06897  -1.168
C 0.60569 -0.40962 -1.23887  -0.051
C 1.00339 0.51093 0.84406  -0.961
C -0.80443 0.02740 0.46179  0.898
C -0.58050 -1.05106 -0.68713  -0.833
C -0.53800 -0.60053 1.85557  -0.995
H 1.55586 -0.92228 -1.18238  0.526
H 1.97549 0.62616 0.36686  0.501
H 0.72990 1.49178 1.25008  0.350
H -0.25813 1.46546 -1.50158  0.409
H -0.92320 0.10213 2.60403  0.365
H -0.11627 0.56574 -2.99310  0.356
H 1.36148 1.29431 -2.30931  0.298
H -0.99775 -1.58383 1.99493  0.347
H -2.32494 0.84356 -0.43339  0.275
H -0.38596 -2.04152 -0.28365  0.309
H 1.41339 -0.49354 2.63852  0.253
H -1.45976 -1.05552 -1.33313  0.443

Of them, a has the highest stability.

--- a ---
Computed, not measured: a cluster of 2 separate species, C5H15N2 in total, with ωB97M-V with the def2-TZVPD basis set.

LUMO energy (alpha / beta) in eV: -8.75 / -12.13
Kohn-Sham gap (alpha / beta) in eV: 11.1129 / 7.7423
Total charge: +2
2S+1: 2

Each line ends with the Mulliken spin population.
Geometry (Å):
N -2.70401 -0.19040 1.64508  0.822
N 1.27471 -0.44876 -0.38133  0.002
C 2.44928 -0.26839 -1.21538  0.000
C 2.06278 0.16033 -2.66908  0.000
C -1.95364 -1.13507 0.79857  0.027
C -2.07239 1.17101 1.76765  0.020
C 0.81574 0.33993 0.50114  -0.004
H 2.98620 0.31738 -3.24750  0.000
H -2.58385 -2.05260 0.59828  0.015
H -0.93882 -1.41289 1.24898  0.070
H -2.78571 1.81695 2.23277  0.006
H -0.19584 0.25048 0.90226  0.007
H 0.66106 -1.14693 -0.80740  -0.001
H -1.11673 1.15474 2.38387  0.059
H -1.88596 1.57603 0.75415  -0.001
H 1.42705 -0.65135 -3.07031  0.000
H 1.65248 1.16810 -2.67396  0.000
H 3.06144 0.47836 -0.71321  0.000
H 2.97805 -1.21695 -1.27755  0.000
H -2.88864 -0.50168 2.60303  -0.019
H -1.68709 -0.60500 -0.19316  -0.003
H 1.44389 1.19672 0.81310  -0.002

--- b ---
Computed, not measured: the ion C5H15N2 with charge +2, with ωB97M-V with the def2-TZVPD basis set.

LUMO energy (alpha / beta) in eV: -7.16 / -12.88
Kohn-Sham gap (alpha / beta) in eV: 12.9074 / 7.2692
Total charge: +2
2S+1: 2

Each line ends with the Mulliken spin population.
Geometry (Å):
N -0.77218 -1.46487 -0.64505  0.016
N 0.70426 0.64856 -0.60104  0.659
C 0.52136 2.08713 -1.19615  0.047
C -0.53406 -1.09284 0.86526  0.076
C -1.92878 -1.13018 1.44882  -0.001
C 2.15942 0.49762 -0.40330  0.033
C -0.00671 0.61385 0.67546  0.020
H -0.51150 2.32183 -1.07825  -0.007
H -2.31819 -2.14218 1.03735  0.012
H -0.92571 1.17009 0.78403  -0.004
H -1.64721 -1.11948 -0.99199  0.000
H -1.96851 -1.30278 2.44752  0.001
H 2.14118 -0.64413 -0.40272  0.038
H 0.49476 0.91389 1.65740  0.031
H 2.64753 0.90337 0.52403  0.026
H -0.02427 -1.07753 -1.24901  -0.002
H -0.80511 -2.42645 -0.76821  -0.001
H 0.11775 -1.68371 1.59847  -0.001
H 2.74700 0.55508 -1.28019  0.002
H 0.79533 2.06884 -2.34345  0.013
H 1.23886 2.67180 -0.80752  0.042
H -2.77378 -0.34792 1.25466  0.003

Of them, a has the highest stability.